[1]
Here is a 13-piece molecular cluster, C13H52N8O13 overall at a distorted geometry from OMol25. Energies are from ωB97M-V/def2-TZVPD.

The total energy comes out at -1942.64717 a.u. The calculation puts the HOMO-LUMO gap at 9.06 eV. Its net charge is 0. For the HOMO energy, the calculation gives -8.86 eV.

Last column: Löwdin charge in e.
CARTESIAN COORDINATES (ANGSTROEM)
C 0.38749 0.38231 4.72018  -0.186
O -0.97892 0.45830 4.63891  -0.104
H 0.94478 1.31366 4.61967  0.074
H 0.74082 0.01361 5.68315  0.084
H 0.74585 -0.32207 3.96949  0.066
H -1.36696 -0.37114 4.92713  0.079
C -2.45467 -2.17583 2.31316  -0.089
O -2.09022 -1.72032 0.99163  -0.156
H -2.60058 -1.27243 2.90534  0.071
H -3.37918 -2.75080 2.26035  0.085
H -1.61680 -2.66289 2.81200  0.081
H -1.69770 -0.84935 1.08612  0.036
C -3.89757 0.75820 -0.56353  -0.143
O -5.07155 1.05152 -1.30669  -0.126
H -3.30774 -0.03483 -1.02319  0.053
H -3.30938 1.67456 -0.51437  0.099
H -4.19709 0.35510 0.40389  0.088
H -5.67605 1.59137 -0.79216  0.094
C -1.06702 -2.44424 -4.59733  -0.125
O -0.62065 -1.85113 -3.36489  -0.169
H -1.17944 -1.58997 -5.26492  0.075
H -0.26199 -3.10726 -4.91424  0.081
H -1.97136 -3.04651 -4.51043  0.077
H -0.59756 -2.49139 -2.64996  0.025
C -1.55197 3.71799 2.90677  -0.154
O -1.84266 5.08809 2.59352  -0.124
H -2.39350 3.03806 2.77401  0.074
H -0.80471 3.36278 2.19716  0.062
H -1.14277 3.63746 3.91383  0.074
H -2.65200 5.32244 3.05357  0.067
C 1.07174 0.95452 -4.13026  -0.141
O 2.22254 1.55230 -4.75550  -0.125
H 1.41760 0.32075 -3.31367  0.061
H 0.35084 1.63624 -3.67900  0.081
H 0.50926 0.35990 -4.85009  0.071
H 1.90516 1.94233 -5.57327  0.084
C 2.42694 3.39242 2.47506  -0.121
O 3.82858 3.31417 2.16866  -0.150
H 1.95663 4.33036 2.17979  0.095
H 1.91677 2.63901 1.87489  0.063
H 2.21679 3.13882 3.51411  0.076
H 4.27578 4.08932 2.51614  0.104
C -2.22515 -4.43089 -1.33884  -0.095
O -1.33197 -3.32110 -1.17378  -0.177
H -3.18375 -4.16888 -0.89102  0.087
H -2.39822 -4.66916 -2.38830  0.081
H -1.86808 -5.29801 -0.78323  0.078
H -1.74691 -2.67264 -0.60026  0.038
C 0.00085 0.41587 -0.22253  -0.138
O -0.27418 0.62817 1.14109  -0.121
H 0.06129 -0.64896 -0.44747  0.053
H -0.86934 0.58386 -0.85707  0.071
H 0.81251 1.02931 -0.61368  0.086
H 0.46997 0.45323 1.72180  0.036
C 3.79884 2.20788 -1.31127  -0.707
O 3.74700 3.45270 -1.55010  -0.020
N 3.87241 1.30578 -2.27485  0.159
N 3.61186 1.62255 -0.15378  0.174
H 3.31891 1.57555 -3.07545  0.067
H 3.75891 0.39480 -1.85375  0.094
H 3.48562 2.30535 0.57967  0.061
H 3.54953 0.61714 -0.08046  0.098
C -3.10809 1.18007 -4.42801  -0.767
O -2.60024 1.41825 -5.52584  0.003
N -2.73866 0.24691 -3.56543  0.194
N -4.02608 1.94045 -3.95986  0.173
H -2.03546 -0.37499 -3.93807  0.059
H -3.12113 0.17943 -2.63309  0.054
H -4.33482 1.67608 -3.03526  0.064
H -4.17061 2.87722 -4.30869  0.128
C 3.33530 -0.35255 2.74258  -0.695
O 2.40375 -0.22956 1.98616  -0.003
N 4.14651 0.64239 3.15252  0.186
N 3.60177 -1.55508 3.28765  0.172
H 4.99839 0.51856 3.68079  0.110
H 3.97271 1.60788 2.91226  0.050
H 2.96923 -2.24909 2.91572  0.038
H 4.46086 -1.77546 3.77087  0.109
C 1.63595 -3.73119 1.07577  -0.704
O 2.43307 -3.61389 2.02859  -0.013
N 1.26916 -4.85665 0.54850  0.190
N 1.06089 -2.67203 0.55714  0.193
H 1.68341 -5.74177 0.80358  0.128
H 0.64559 -4.76462 -0.24068  0.099
H 1.37676 -1.74985 0.82154  0.076
H 0.36436 -2.74807 -0.17029  0.065


[2]
Here is C13H6N3OsS3 as an isolated structure at a distorted geometry from OMol25. Energies are from ωB97M-V/def2-TZVPD.

The total energy comes out at -1948.09403 a.u. The calculation puts the HOMO-LUMO gap (alpha / beta) at 6.23 / 3.45 eV. The multiplicity is 5. Its net charge is +1. For the HOMO energy (alpha / beta), the calculation gives -11.09 / -11.54 eV.

Last column: Löwdin charge in e.
CARTESIAN COORDINATES (ANGSTROEM)
Os 0.66510 -0.45904 -0.50934  0.982
S 0.88518 0.28332 -2.77850  0.651
C 2.37859 1.13325 -2.67374  -0.721
C 2.75699 1.84662 -3.83284  -0.279
N 3.06696 2.42696 -4.77002  0.217
C 3.21776 1.12552 -1.57144  -0.722
S 2.91624 0.26475 -0.11147  0.650
C 4.44042 1.83129 -1.62194  -0.279
N 5.42988 2.40596 -1.66716  0.217
S -2.38362 1.75553 1.82696  1.129
C -1.37703 2.93356 1.06920  -0.264
C -0.38272 2.39654 0.30844  -0.105
C -0.41368 0.98616 0.32191  -0.358
C -1.46332 0.49371 1.11734  -0.458
C -1.63481 -0.92275 1.23809  -0.261
C -2.62010 -1.57515 1.98357  0.037
C -2.65138 -2.95486 1.99800  -0.002
C -1.69786 -3.65969 1.26737  0.013
C -0.74847 -2.95642 0.54944  -0.071
N -0.70550 -1.62361 0.52578  -0.122
H -1.58208 3.97270 1.23286  0.101
H 0.33729 2.98447 -0.23537  0.130
H -3.34017 -0.98996 2.53585  0.125
H -3.40350 -3.48196 2.56679  0.130
H -1.69563 -4.73665 1.25828  0.129
H 0.00547 -3.48023 -0.02807  0.132